The following is a DFT calculation (ωB97M-V/def2-TZVPD) of an isolated molecule of C17H19NO5 in a non-equilibrium geometry.

Structure (XYZ):
```
42
Properties=species:S:1:pos:R:3:forces:R:3
C 4.7833 1.6663 0.6923 0.950 0.117 -0.048
C 3.5576 0.7773 0.6894 -2.658 2.281 -1.362
C 2.2666 1.2881 1.4635 -1.367 0.184 0.681
C 2.6099 1.6852 3.0280 0.739 1.081 -1.087
C 1.5086 2.1281 3.9642 0.377 0.051 1.898
C 1.7278 2.4937 0.6713 2.467 1.901 2.025
O 2.4540 3.4756 0.6000 -0.489 -0.215 -0.591
N 0.4446 2.5906 0.2187 -0.715 0.908 -1.207
C -0.3833 1.5208 0.1558 1.013 -1.425 1.215
C -0.0130 0.3475 0.7069 -2.068 -0.849 -0.646
C -0.9834 -0.8479 0.6720 0.499 1.643 0.320
O -1.5905 -0.8704 -0.6114 -2.490 0.407 -0.071
C -2.9879 -1.1240 -0.7164 1.597 -3.123 -2.738
O -3.8578 -0.8606 0.0224 -0.281 1.277 1.709
C -3.2482 -2.0555 -1.9288 0.161 0.190 -0.465
C -4.5248 -2.6828 -2.0677 -0.186 0.680 0.668
C -4.8950 -3.3880 -3.2066 0.433 1.010 -1.425
C -4.0363 -3.4047 -4.3886 1.294 1.390 4.015
C -2.7393 -2.8766 -4.2238 -0.908 0.165 1.239
C -2.3346 -2.2684 -2.9860 0.805 0.402 -0.333
O -1.0009 -1.8461 -2.9757 -1.136 0.778 1.191
C 1.1365 0.2320 1.5123 3.895 -0.944 0.263
O 1.4245 -0.7729 2.1443 -0.916 -0.373 0.289
H 5.6202 0.9651 0.5061 -0.113 0.484 0.174
H 4.6625 2.2214 -0.2445 0.600 0.771 0.699
H 5.0681 2.2980 1.6214 -0.952 -1.048 -1.705
H 3.7566 -0.1589 0.9834 0.747 -3.405 1.940
H 3.2519 0.5450 -0.3897 0.244 0.775 1.103
H 3.1722 0.8960 3.5842 -0.053 0.509 -1.179
H 3.1677 2.6484 2.9382 0.407 -1.151 -0.210
H 1.0546 1.3452 4.5477 -0.430 -0.803 -0.283
H 0.7366 2.6648 3.4732 -0.748 0.806 -0.350
H 1.9368 2.7409 4.8345 -0.381 -0.354 -1.566
H 0.2149 3.4303 -0.3331 0.396 -0.598 0.656
H -1.3586 1.6256 -0.2226 -0.892 0.375 -0.873
H -0.5600 -1.8238 0.7659 0.860 -0.302 0.524
H -1.6469 -0.6495 1.5067 -0.784 -0.426 -0.193
H -5.2774 -2.5102 -1.2391 1.028 -0.320 -1.119
H -5.9530 -3.6420 -3.2981 0.446 -0.394 0.014
H -4.3531 -3.7498 -5.3170 -0.579 -0.701 -1.329
H -1.9889 -2.7944 -4.9947 -0.118 -0.299 -0.288
H -0.8229 -1.2595 -2.1583 -0.695 -1.454 -1.556
```
Forces are in eV/Å.

Properties
E (eV): -29663.02528
HOMO energy (eV): -8.82
SMILES: CCC1(CC)C(=O)NC=C(COC(=O)c2ccccc2O)C1=O
Charge: 0
Orbital gap (eV): 8.5
Energy relative to the best compared isomer or geometry (same formula, charge and spin) (kJ/mol): 424.85

The following is a DFT calculation (ωB97M-V/def2-TZVPD) of an isolated molecule of C3H3ClS in a non-equilibrium geometry.

Structure (XYZ):
```
8
Properties=species:S:1:pos:R:3:forces:R:3
C 0.0827 0.8230 -0.0981 1.673 -1.173 0.477
C -1.2294 0.4972 0.0278 1.832 -0.260 -0.004
Cl -2.3504 1.7529 0.0104 -0.974 1.154 -0.427
C -1.7975 -0.8381 0.1293 1.245 -2.911 0.515
S -3.3456 -1.2982 -0.0302 0.536 0.469 0.077
H 0.4205 1.7709 -0.5033 -0.658 0.357 0.430
H 1.0540 0.2453 0.1974 -2.468 0.126 -0.773
H -1.0376 -1.7385 0.2766 -1.187 2.238 -0.294
```
Forces are in eV/Å.

Properties
E (eV): -26515.31036
HOMO energy (eV): -8.92
SMILES: C=C(Cl)C=S
Charge: 0
Orbital gap (eV): 7.8
Energy relative to the best compared isomer or geometry (same formula, charge and spin) (kJ/mol): 62.91